Entry from the Open Molecules 2025 dataset: a molecular structure, C9H19F6IMnN4O13S6 (ωB97M-V with the def2-TZVPD basis set).

- Total energy: -5988.583165 Eh
- E_LUMO (alpha / beta): 0.1435 / 0.1435 Eh
- HOMO-LUMO gap (alpha / beta): 0.2630 / 0.2642 hartree
- E_HOMO (alpha / beta): -3.3 / -3.3 eV
- Charge: -2
- 2S+1: 6

XYZ file:
```
59
Properties=species:S:1:pos:R:3:forces:R:3:lowdin_spin:R:1
I -2.0269 -3.1148 -0.3204 0.49 0.44 0.08 0.084
Mn 0.0045 -1.8366 0.9736 -2.46 -1.41 -0.17 4.636
S -1.4233 -3.4512 4.1578 -0.38 -0.07 -0.82 0.003
S -1.8839 0.5453 2.2945 -3.36 -3.20 -0.93 0.010
S 2.9223 -3.1720 1.5819 0.75 0.84 5.76 0.013
S 0.4760 0.6720 2.9788 5.29 0.77 1.25 0.011
S 2.4059 -3.4686 -0.7443 -3.98 -1.05 -4.53 0.013
S -3.4216 -4.8859 3.5904 -2.73 -2.45 -1.80 0.000
F -1.2396 -2.4198 5.3077 -0.41 0.39 0.20 0.001
F -2.6062 0.2674 0.9094 0.77 0.55 0.12 0.003
F 1.8261 -0.1699 2.6747 -0.61 0.12 0.32 0.011
F 1.7306 -2.4555 -1.7775 0.37 0.35 0.51 0.004
F 2.0619 -3.0079 2.9171 0.22 -0.26 -0.26 0.006
F -4.7985 -4.5702 2.8000 0.24 0.17 0.26 0.000
O -2.5504 -0.4021 3.1355 0.76 1.22 0.00 0.004
O 1.7638 -4.6809 -1.1789 0.89 0.60 1.39 0.004
O -2.0059 1.9515 2.5053 0.87 -0.48 -0.14 0.006
O -3.9066 -5.7422 4.6408 0.40 0.76 0.41 0.000
O 0.1599 0.4268 4.3487 -0.42 -0.14 -0.67 0.005
O 3.9108 -2.1481 1.7610 -0.39 -0.46 -0.92 0.006
O -0.8891 -4.6795 4.7062 -0.69 1.25 -0.53 0.002
O -2.6355 -5.5456 2.5863 0.27 0.57 0.37 0.001
O 3.3477 -4.5454 1.6063 -0.63 0.84 -0.85 0.007
O -0.7085 -2.8405 3.0537 -0.26 -0.23 0.42 0.030
O 3.8041 -3.3254 -0.9733 -0.04 0.55 1.03 0.008
O 0.8923 1.9993 2.6206 -0.69 -0.44 -0.13 0.005
O -0.2729 0.3164 -0.9731 1.24 1.43 0.22 0.014
N 1.6732 -2.7905 0.6361 4.65 -2.36 -2.42 0.056
N -0.3501 -0.1004 1.8867 -2.91 3.09 0.92 0.050
N -3.0994 -3.3797 3.9030 3.73 -0.30 1.17 0.001
N -0.0035 1.3120 -1.9576 -0.42 -0.40 -1.88 0.002
C -2.4045 1.5911 -2.4152 0.15 -0.80 1.23 0.000
C 1.4116 1.6528 -2.1021 1.00 1.64 0.20 0.000
C 1.5869 2.6568 -3.2719 -1.72 0.42 -0.22 0.000
C -1.0879 2.3010 -2.0273 -0.72 0.17 -0.35 0.000
C 2.2149 0.4366 -2.4978 -0.06 -0.50 0.63 0.000
C 0.6126 3.8222 -3.1945 -0.52 0.36 -0.84 0.000
C -1.3150 3.0278 -0.7121 0.05 1.10 0.65 0.000
C -0.8274 3.3006 -3.1616 1.04 0.55 0.71 0.000
C 2.0648 2.3651 -0.8676 -0.21 -0.33 -0.15 0.000
H 0.1459 0.7629 -0.2134 -0.51 -0.59 0.46 0.002
H 2.2800 -0.2235 -1.6348 0.06 -0.25 -0.23 0.000
H -2.6569 0.8744 -1.6276 0.15 -0.14 -0.10 0.000
H -1.4504 4.1885 -3.0339 -0.44 -0.30 0.02 0.000
H -0.4416 3.5343 -0.2923 0.31 -0.51 -0.09 0.000
H 2.5748 3.1000 -3.3865 0.34 -0.73 0.19 0.000
H -1.0447 2.8627 -4.1368 -0.03 -0.18 0.05 0.000
H 1.5030 3.2488 -0.5729 -0.03 -0.05 0.02 0.000
H 1.2659 2.1241 -4.1733 0.51 -0.09 -0.17 0.000
H -1.9671 3.9018 -0.8216 -0.48 -0.38 -0.26 0.000
H 3.0589 2.7129 -1.1539 0.08 -0.16 0.03 0.000
H 1.7266 -0.0749 -3.3261 -0.02 -0.12 0.08 0.000
H -1.7350 2.3902 0.0612 0.02 -0.01 -0.08 0.000
H 3.2329 0.6935 -2.7929 -0.01 0.20 0.05 0.000
H 0.6240 4.4079 -4.1238 0.51 -0.07 -0.08 0.000
H 0.8561 4.5787 -2.4434 -0.15 -0.38 0.45 0.000
H -3.2652 2.2616 -2.4106 0.22 0.32 -0.42 0.000
H 2.1811 1.7306 0.0142 -0.09 -0.08 -0.02 0.000
H -2.3019 1.0137 -3.3322 -0.03 0.24 -0.16 0.000
```
Positions in Å, forces in eV/Å.